[1]
Density functional theory data (wB97M-V/def2-TZVPD) for 9 unconnected molecules or ions with the total composition C30H41FO27.

Each line ends with the Mulliken charge.
Positions of all 99 atoms, in Å:
H 8.38 -17.17 -0.93  0.183
O 13.12 -8.57 -0.44  -0.304
H 8.66 -9.30 -5.13  0.181
C 13.17 -9.18 0.86  -0.273
H 12.30 -8.23 2.54  0.264
O 12.37 -7.03 0.92  -0.320
O 4.32 -0.10 -5.24  -0.304
C 12.47 -7.43 -0.37  0.699
O -1.74 -12.17 -4.59  -0.335
H 12.38 -9.91 1.01  0.275
H 3.97 -1.82 -4.14  0.295
H 0.14 -11.57 -4.88  0.250
O 4.92 -16.67 -11.00  -0.305
C -0.31 -12.22 -2.82  -0.320
C 6.34 -17.73 -1.02  -1.377
H 8.14 -12.01 -14.56  0.238
O 11.96 -6.73 -1.32  -0.595
H 14.00 -7.70 2.24  0.286
H 9.41 -18.77 -1.95  0.258
C 5.82 -8.59 -5.21  0.662
O 4.99 -7.72 -5.04  -0.542
H 0.20 -11.38 -2.35  0.247
O 10.69 -0.49 -10.01  -0.292
C 3.75 -16.39 -13.07  -0.227
H 4.04 -2.12 -5.95  0.266
H 7.52 -5.24 4.67  0.363
H 9.56 -1.53 -11.38  0.335
O 10.25 -8.76 -14.07  -0.516
C 11.25 -2.65 -10.54  0.428
H 7.98 -19.65 -2.44  0.268
C 6.09 -6.83 1.47  0.707
H 5.92 -2.82 -5.86  0.318
C 8.41 -18.65 -2.36  -0.402
H 2.87 -16.95 -13.38  0.248
H 8.91 -12.43 -12.44  0.310
O 7.06 -8.31 -5.72  -0.303
O 5.93 -8.04 1.30  -0.608
H 8.54 -5.16 3.43  0.327
O 5.83 1.50 -6.02  -0.535
H 6.07 -16.96 -0.30  0.336
H 0.18 -13.08 -2.36  0.207
O 3.53 -15.33 -12.07  -0.347
O -1.61 -12.22 -2.48  -0.314
H 4.23 -15.95 -13.95  0.246
H 14.16 -9.55 1.12  0.286
H 7.37 -10.79 -4.36  0.280
O 6.08 -6.31 2.70  -0.346
C 7.83 -9.43 -5.82  0.322
C 8.68 -11.38 -12.62  -0.254
C -2.38 -11.87 -3.46  0.734
C 10.17 -1.61 -10.48  -0.292
C 7.68 -17.47 -1.71  0.578
C 8.45 -16.96 -3.74  0.643
H 6.44 -18.58 -0.34  0.380
H 6.22 -3.83 0.95  0.323
H 6.07 -2.14 -4.19  0.210
C 7.92 -11.15 -13.92  -0.312
H 5.61 -18.05 -1.76  0.345
C 4.79 -17.29 -12.33  -0.249
H 5.67 -17.27 -12.98  0.258
O 5.67 -9.95 -5.16  -0.297
H 9.62 -2.18 -9.74  0.264
C 4.35 -1.51 -5.11  -0.310
O 12.32 -1.86 -9.98  -0.289
C 4.10 -15.69 -10.84  0.690
F 8.32 -9.50 -7.04  -0.280
O 6.43 -0.68 -5.54  -0.329
C 5.48 0.35 -5.71  0.656
C 6.65 -4.78 1.28  -0.588
C 11.93 -0.77 -9.60  0.665
H 7.77 -3.74 3.88  0.386
H 5.33 -4.50 2.89  0.338
C 5.82 -1.94 -5.23  -0.269
H 6.83 -11.29 -6.03  0.291
O 3.83 -15.06 -9.76  -0.580
C 9.58 -9.69 -13.74  0.661
O -3.56 -11.37 -3.30  -0.593
C 11.06 -3.96 -9.87  -1.522
O 6.10 -5.87 0.61  -0.272
H 11.58 -2.89 -11.55  0.191
H 10.77 -3.96 -8.82  0.339
O 7.66 -16.54 -2.70  -0.330
O 8.67 -18.23 -3.63  -0.316
H 7.84 -11.17 -11.96  0.227
O 8.70 -16.31 -4.73  -0.565
H 6.87 -10.98 -13.73  0.292
O 9.80 -10.55 -12.70  -0.322
O 12.58 0.06 -8.94  -0.636
H 7.67 -4.61 0.95  0.282
H 11.72 -4.82 -9.99  0.390
C -0.34 -12.40 -4.37  -0.156
C 7.55 -4.79 3.68  -1.330
O 8.48 -10.02 -14.36  -0.322
C 6.92 -10.49 -5.31  -0.316
C 13.05 -7.99 1.79  -0.318
H 10.29 -4.60 -10.31  0.420
H 4.45 -18.33 -12.27  0.265
H 0.00 -13.42 -4.57  0.280
C 6.29 -4.97 2.71  0.419

Values from the calculation:
ΔE to the lowest compared entry with this formula, charge and spin	809.6	kJ/mol
SMILES	O=C1OC[C@@H](F)O1.C[C@H]1COC(=O)O1.C[C@H]1COC(=O)O1.C[C@H]1COC(=O)O1.O=C1OCCO1.O=C1OCCO1.O=C1OCCO1.O=C1OCCO1.O=C1OCCO1


[2]
Density functional theory data (wB97M-V/def2-TZVPD) for a gas-phase ion, C4H12N3 (charge +1).

Each line ends with the natural charge from an NBO analysis.
Positions of all 19 atoms, in Å:
H 1.78 -1.42 0.92  0.213
H -3.66 0.36 -0.65  0.406
C -1.83 0.88 0.16  0.352
H 0.93 0.78 0.90  0.466
C 2.18 -0.70 0.21  -0.195
H 2.41 1.39 0.63  0.431
H 1.50 -1.42 -1.73  0.256
H 1.32 0.32 -1.50  0.230
C 1.26 -0.65 -1.00  -0.442
H 2.08 0.49 2.00  0.434
N 1.96 0.60 1.00  -0.703
H -3.52 0.32 0.90  0.382
H -0.37 -1.41 0.30  0.209
H -2.02 1.84 0.63  0.161
H 3.26 -0.80 0.13  0.236
N -2.98 0.08 0.07  -0.877
H -0.77 -1.20 -1.34  0.234
N -0.64 0.60 -0.16  -0.523
C -0.22 -0.73 -0.54  -0.271

Values from the calculation:
ΔE to the lowest compared entry with this formula, charge and spin	174.1	kJ/mol
SMILES	N/C=N\CCC[NH3+]
total charge	+1


[3]
Density functional theory data (wB97M-V/def2-TZVPD) for a molecular structure, C6H8BN4PtSe2Te2.

Each line ends with the natural charge from an NBO analysis.
Positions of all 24 atoms, in Å:
N -0.64 1.02 -1.24  -0.289
H 2.43 -3.88 -0.81  0.216
H 0.78 0.33 -2.83  -0.064
H -1.10 2.02 -3.02  0.212
N 0.68 -1.32 0.24  -0.330
H 1.01 -3.02 1.39  0.216
C -1.40 1.81 -2.01  -0.024
C 1.19 -2.53 0.45  -0.042
N 1.04 -0.94 -1.01  -0.289
C 1.91 -2.96 -0.67  -0.375
C -2.33 1.61 -0.04  -0.042
Se 1.42 1.51 2.60  -0.412
Te 1.32 1.72 5.00  0.139
C 1.77 -1.91 -1.57  -0.024
B 0.77 0.47 -1.62  0.194
Se -1.58 -0.92 3.61  -0.532
H 1.64 1.25 -1.27  -0.056
C -2.50 2.22 -1.28  -0.375
H 2.15 -1.78 -2.57  0.212
H -2.95 1.63 0.84  0.216
Te -0.73 0.05 5.73  0.003
Pt -0.36 -0.10 1.71  0.556
H -3.31 2.85 -1.61  0.216
N -1.21 0.90 -0.02  -0.330

Values from the calculation:
expectation value of S²	2.0147
spin multiplicity	3
total charge	-1


[4]
Density functional theory data (wB97M-V/def2-TZVPD) for a molecular structure, C11H10Li4N2O3.

Each line ends with the natural charge from an NBO analysis.
Positions of all 30 atoms, in Å:
O -0.06 -2.35 2.25  -0.975
H -2.41 3.85 2.41  0.243
C 0.59 -2.19 1.14  0.973
H -0.22 2.75 2.68  0.244
Li -1.66 -2.10 -0.44  0.980
H 0.70 0.00 -1.47  0.203
H -0.13 0.37 3.19  0.205
C -1.14 2.19 2.75  -0.247
C -1.09 0.84 3.07  0.043
Li 2.48 -2.22 -0.73  0.948
C 2.75 -0.12 -4.67  -0.233
N 2.09 -1.10 -2.56  -0.564
C -2.39 2.79 2.62  -0.116
C 2.79 -1.10 -3.72  0.035
N -2.18 0.04 3.10  -0.579
O 1.83 -2.55 1.22  -0.964
C 1.90 0.97 -4.46  -0.123
Li -1.94 -2.21 3.08  0.960
O 0.19 -1.80 -0.02  -0.943
H 3.35 -2.01 -3.92  0.206
C 1.29 -0.04 -2.37  0.025
C -3.53 1.99 2.63  -0.248
Li 1.72 -3.58 2.96  0.977
C 1.23 1.03 -3.25  -0.252
H -4.23 0.01 2.82  0.193
H 0.59 1.88 -3.08  0.236
H -4.50 2.45 2.56  0.252
C -3.36 0.66 2.93  0.032
H 3.42 -0.21 -5.51  0.247
H 1.94 1.75 -5.21  0.244

Values from the calculation:
ΔE to the lowest compared entry with this formula, charge and spin	10.0	kJ/mol
total charge	+2


[5]
Density functional theory data (wB97M-V/def2-TZVPD) for a gas-phase ion, C6H10N3 (charge +1).

Each line ends with the natural charge from an NBO analysis.
Positions of all 19 atoms, in Å:
C 1.63 0.62 -0.81  -0.604
C -1.15 -0.50 0.59  -0.122
H -1.32 0.60 0.94  0.217
C -2.52 2.11 -0.84  0.302
H 0.81 0.73 -1.47  0.197
C -3.37 -1.11 -0.06  0.367
H 2.12 -0.20 -1.29  0.228
H 0.67 1.17 1.20  0.212
H 0.35 -1.83 0.72  0.206
N -3.68 0.09 -0.43  -0.315
C 1.15 0.37 0.66  -0.440
H -4.05 -1.85 -0.22  0.230
N -2.17 -1.43 0.40  -0.522
H 1.98 0.18 1.37  0.240
N -2.85 1.02 -0.62  -0.020
H 2.28 1.45 -0.92  0.231
H -2.07 3.01 -0.94  0.268
H -1.82 -2.33 0.69  0.441
C 0.14 -0.76 0.68  -0.114

Values from the calculation:
ΔE to the lowest compared entry with this formula, charge and spin	483.1	kJ/mol
SMILES	C#[N+]/N=C\N/C=C/CC
total charge	+1


[6]
Density functional theory data (wB97M-V/def2-TZVPD) for 2 unconnected molecules or ions with the total composition C2H3Cl2NSi.

Each line ends with the natural charge from an NBO analysis.
Positions of all 9 atoms, in Å:
N 2.30 1.97 -1.29  -0.287
H 0.22 -1.45 0.58  0.236
Si -1.98 -0.57 0.29  1.397
Cl -2.97 -1.46 1.77  -0.327
C 2.79 1.31 -0.48  0.064
Cl -3.42 0.41 -0.80  -0.329
C -0.28 -0.69 0.08  -1.225
H 2.87 0.53 0.21  0.225
H 0.47 -0.06 -0.36  0.246

Values from the calculation:
ΔE to the lowest compared entry with this formula, charge and spin	280.4	kJ/mol
SMILES	C=[Si](Cl)Cl.C#N


[7]
Density functional theory data (wB97M-V/def2-TZVPD) for 2 unconnected molecules or ions with the total composition C15H28N3O2S.

Each line ends with the natural charge from an NBO analysis.
Positions of all 49 atoms, in Å:
H -1.81 1.33 -3.83  0.389
C -2.17 3.08 3.72  -0.091
H -1.41 -0.47 1.85  0.286
H 0.96 -1.71 4.18  0.156
N -1.59 2.06 -4.48  -0.867
C -1.16 -1.95 -1.49  -0.541
H -2.60 3.91 4.35  0.289
H 1.11 -1.63 -1.75  0.205
H 2.21 -0.34 2.80  0.221
H 0.35 -1.17 0.63  0.257
C -0.61 1.73 1.90  0.394
C 2.72 -2.90 2.99  -0.068
H -0.04 -2.44 2.84  0.143
C -1.39 2.49 2.97  -0.070
H 1.71 1.26 -0.08  0.235
H 0.27 -2.70 -3.06  0.241
H -0.33 -0.06 3.22  0.266
N -3.16 1.31 -5.97  -0.846
S -1.50 -0.14 -1.50  0.173
H 1.08 4.08 0.74  0.254
N 0.01 2.21 0.84  -0.280
C 2.12 -0.62 1.70  -0.416
H -0.22 1.91 -1.72  0.244
C -2.20 2.22 -5.69  0.768
H -3.63 1.39 -6.85  0.414
H -3.42 0.56 -5.35  0.386
H 3.12 -2.17 3.76  0.172
O 1.56 -3.60 3.48  -0.532
H -0.87 2.73 -4.25  0.397
C 0.50 -2.70 3.82  -0.253
C 0.04 0.86 -1.35  -0.555
H 0.87 0.51 -2.06  0.259
C -0.50 0.15 2.11  -0.464
C 0.69 -0.20 1.10  -0.246
H -1.34 -2.44 -0.48  0.216
C 0.60 1.03 0.12  -0.060
H 0.57 -3.32 -1.40  0.229
H -1.89 -2.46 -2.20  0.256
H -0.73 4.22 1.04  0.260
H 3.37 -2.30 0.96  0.232
H -0.11 3.84 -0.63  0.252
H -0.24 -3.11 4.55  0.221
H 3.51 -3.70 2.82  0.215
H 2.92 -0.08 1.09  0.222
C 2.44 -2.18 1.59  -0.452
C 0.30 -2.37 -1.98  -0.639
O -1.90 3.12 -6.46  -0.646
H 1.63 -2.79 1.08  0.218
C 0.07 3.64 0.47  -0.444

Values from the calculation:
ΔE to the lowest compared entry with this formula, charge and spin	618.5	kJ/mol
total charge	+1


[8]
Density functional theory data (wB97M-V/def2-TZVPD) for C3H4N2S in the gas phase.

Each line ends with the natural charge from an NBO analysis.
Positions of all 10 atoms, in Å:
N 0.00 0.42 0.10  -0.143
H -1.57 -0.27 -1.26  0.260
N -0.23 1.92 -0.07  -0.759
H 0.07 2.45 0.73  0.307
H -0.53 -2.67 -0.71  0.234
H 1.36 0.63 1.65  0.248
S 1.19 -1.74 0.69  0.434
C 0.93 -0.04 0.86  -0.154
C -0.66 -0.56 -0.62  -0.030
C -0.16 -1.79 -0.39  -0.395

Values from the calculation:
ΔE to the lowest compared entry with this formula, charge and spin	376.5	kJ/mol


Number 1: calculated total energy -3298.88207 Ha. Number 2: calculated total energy -323.61195 Ha. Number 3: calculated total energy -5935.66126 Ha. Number 4: calculated total energy -790.27743 Ha. Number 5: calculated total energy -398.48229 Ha. Number 6: calculated total energy -1342.63607 Ha. Number 7: calculated total energy -1300.89430 Ha. Number 8: calculated total energy -624.28237 Ha.